1.
Formula: C22H60N2O14
Source: the OMol25 dataset
Level of theory: ωB97M-V with the def2-TZVPD basis set

Structure (XYZ):
```
98
Properties=species:S:1:pos:R:3:lowdin_charge:R:1
C -13.4559 -17.6181 5.7984 -0.108
O -12.7861 -18.8203 5.4902 -0.184
C -11.4021 -18.9174 5.6459 -0.234
C -10.8495 -20.3227 5.4352 -0.227
N -11.5115 -21.3685 6.1795 -0.056
C -10.8806 -22.6268 5.9775 -0.229
C -11.5767 -23.7047 6.8205 -0.205
O -10.5336 -24.6046 7.1776 -0.232
C -10.8806 -25.7185 8.0413 -0.088
H -13.2740 -16.8527 5.0440 0.081
H -13.1977 -17.2380 6.7869 0.084
H -14.5302 -17.7987 5.7636 0.085
H -11.1135 -18.6138 6.6522 0.118
H -10.8887 -18.2894 4.9177 0.121
H -9.8293 -20.2560 5.8130 0.114
H -10.6836 -20.5704 4.3867 0.120
H -11.3560 -21.0124 7.1118 0.118
H -9.8266 -22.7332 6.2341 0.118
H -10.9231 -23.0066 4.9567 0.124
H -12.2991 -24.2812 6.2425 0.119
H -11.9623 -23.3286 7.7681 0.119
H -11.5493 -26.3666 7.4748 0.082
H -11.3248 -25.5166 9.0160 0.075
H -9.8986 -26.1058 8.3129 0.084
C 1.4146 -27.0399 6.1373 -0.118
O 0.4136 -26.2344 6.7809 -0.190
C 0.8453 -24.8958 7.0614 -0.208
C -0.2735 -24.0584 7.7789 -0.182
N -1.4918 -23.9229 6.9851 -0.080
C -1.4373 -23.2758 5.6343 -0.171
C -2.8570 -23.4255 5.0304 -0.181
O -3.1909 -24.7207 4.4547 -0.188
C -3.3062 -25.8399 5.3232 -0.107
H 1.6564 -26.7831 5.1059 0.077
H 0.8701 -27.9513 5.8902 0.083
H 2.3838 -27.3194 6.5501 0.085
H 1.1469 -24.4445 6.1162 0.107
H 1.6609 -24.9346 7.7835 0.113
H 0.0864 -23.0444 7.9530 0.110
H -0.4831 -24.5171 8.7452 0.114
H -1.8710 -24.8436 6.8162 0.040
H -0.6902 -23.7162 4.9740 0.107
H -1.2032 -22.2299 5.8327 0.112
H -3.0174 -22.7320 4.2050 0.115
H -3.5963 -23.1980 5.7984 0.115
H -2.5040 -26.0338 6.0352 0.063
H -3.1935 -26.6810 4.6392 0.091
H -4.2784 -25.8633 5.8156 0.093
O -2.4216 -13.4365 13.1339 -0.072
C -2.9290 -13.0577 14.3565 -0.273
C -4.3765 -13.5979 14.5400 -0.176
O -4.9842 -12.8701 15.6703 -0.096
H -1.4670 -13.3401 13.1034 0.090
H -2.2328 -13.3323 15.1490 0.116
H -2.8493 -11.9718 14.3058 0.117
H -4.4934 -14.6717 14.6863 0.114
H -5.0067 -13.3620 13.6825 0.111
H -5.3804 -13.4776 16.2992 0.070
O -5.1266 -9.6336 4.9659 -0.059
C -6.1063 -10.6377 4.9525 -0.266
C -7.1705 -10.6484 6.0863 -0.162
O -8.1923 -9.5782 5.8236 -0.108
H -5.5167 -8.7676 4.8262 0.087
H -6.5784 -10.5888 3.9712 0.112
H -5.6089 -11.6076 4.9615 0.116
H -6.8333 -10.5909 7.1212 0.118
H -7.6843 -11.6016 5.9618 0.102
H -8.4105 -9.5803 4.8888 0.061
O -0.1549 -14.9304 5.4072 -0.089
C 0.3780 -13.6509 5.9139 -0.194
C 0.5551 -12.6138 4.7603 -0.225
O 1.8475 -12.8308 4.2337 -0.081
H 0.4027 -15.1428 4.6551 0.057
H -0.3734 -13.2028 6.5640 0.103
H 1.1949 -13.8448 6.6090 0.116
H 0.5089 -11.6138 5.1917 0.117
H -0.1131 -12.7179 3.9054 0.122
H 1.8261 -13.7026 3.8323 0.072
O -4.8148 -19.0956 9.1463 -0.058
C -4.1720 -17.8397 9.2769 -0.246
C -5.1250 -16.8458 8.6032 -0.241
O -4.9854 -16.9371 7.1960 -0.082
H -4.2209 -19.6344 8.6184 0.084
H -4.0590 -17.4762 10.2982 0.112
H -3.1958 -17.8494 8.7921 0.118
H -4.7326 -15.8395 8.7497 0.109
H -6.1561 -16.9321 8.9461 0.126
H -4.0574 -16.9215 6.9508 0.078
O -9.9877 -20.8791 11.2443 -0.063
C -10.1655 -20.8976 12.6013 -0.291
C -11.5135 -21.5721 12.7601 -0.235
O -11.9011 -21.4918 14.1420 -0.071
H -9.0364 -20.7722 11.1730 0.091
H -9.3600 -21.5146 12.9995 0.127
H -10.1429 -19.8803 12.9919 0.121
H -11.3888 -22.6046 12.4338 0.120
H -12.3179 -21.1907 12.1312 0.123
H -12.4537 -20.7069 14.1294 0.077
```

The energy relative to the best compared isomer or geometry (same formula, charge and spin) is 429.8 kJ/mol. The HOMO-LUMO gap is 0.32839 hartree. Its spin multiplicity is 1.

2.
Formula: C22H60N2O9
Source: the OMol25 dataset
Level of theory: ωB97M-V with the def2-TZVPD basis set

Structure (XYZ):
```
93
Properties=species:S:1:pos:R:3:lowdin_charge:R:1
C 0.1395 3.4283 -0.4180 -0.038
C 0.4876 3.0409 0.9979 -0.531
C 1.8950 2.5126 1.0373 -0.037
C 0.5842 4.3584 1.8496 -0.116
C -0.8350 4.9269 2.1384 -0.177
C -1.6626 3.8524 2.7941 -0.109
C -1.8017 2.5416 1.8655 -0.459
C -2.4511 1.4230 2.7000 -0.021
C -2.6566 2.8263 0.6502 -0.015
N -0.4009 2.0694 1.6592 -0.073
O -0.3347 0.8185 0.9378 -0.033
H 1.0851 3.7873 -0.8189 0.086
H -0.1712 2.6649 -1.2118 0.111
H -0.5673 4.2713 -0.4539 0.067
H 2.0194 1.9493 1.9427 0.081
H 2.1152 1.8891 0.1320 0.092
H 2.5559 3.3458 1.0673 0.073
H 1.0725 4.1548 2.8555 0.136
H 1.2016 5.1046 1.3510 0.117
H -0.7271 5.7515 2.8178 0.107
H -1.2222 5.1702 1.1554 0.093
H -2.6778 4.1954 3.0007 0.120
H -1.1944 3.6462 3.7457 0.087
H -1.8438 1.3528 3.5975 0.052
H -2.4258 0.3954 2.2517 0.059
H -3.4837 1.7281 2.9041 0.097
H -2.7896 1.9251 0.1099 0.056
H -2.2325 3.5601 -0.0072 0.052
H -3.6208 3.2046 1.0442 0.108
H -0.7695 0.8981 0.0635 0.060
C 2.1545 -3.8873 -1.9556 -0.074
C 2.6612 -2.5538 -2.2502 -0.486
C 2.9591 -1.8944 -0.8273 -0.016
C 4.0195 -2.5976 -3.0227 -0.098
C 4.4086 -1.2348 -3.7193 -0.172
C 3.3083 -0.7143 -4.5366 -0.164
C 2.0024 -0.5118 -3.7877 -0.502
C 2.0077 0.6665 -2.7893 -0.028
C 0.9243 -0.1709 -4.8256 -0.037
N 1.6420 -1.8160 -3.1300 -0.053
O 0.4439 -1.6639 -2.3896 -0.060
H 2.9350 -4.5473 -1.5277 0.100
H 1.3183 -3.8965 -1.2030 0.095
H 1.7283 -4.3579 -2.8617 0.100
H 3.4079 -2.5443 -0.0843 0.081
H 3.6144 -1.0141 -0.9729 0.075
H 2.0502 -1.6224 -0.2464 0.068
H 4.7658 -2.9122 -2.3598 0.091
H 3.9139 -3.4039 -3.7949 0.129
H 4.7191 -0.6127 -2.9409 0.078
H 5.3208 -1.3722 -4.2974 0.114
H 3.0078 -1.4929 -5.2162 0.118
H 3.5855 0.1507 -5.1137 0.124
H 2.8583 0.8272 -2.1338 0.060
H 1.1430 0.6156 -2.1624 0.047
H 1.9701 1.6199 -3.4595 0.121
H -0.0572 -0.0109 -4.3817 0.060
H 0.7947 -1.0924 -5.4218 0.095
H 1.1817 0.6297 -5.5020 0.082
H 0.7855 -1.5941 -1.4990 0.016
C -0.0713 1.8798 5.5074 -0.140
O 0.4378 1.0722 4.4294 -0.156
H -1.1973 1.8383 5.5012 0.083
H 0.2401 1.4560 6.4803 0.084
H 0.3086 2.8957 5.3435 0.074
H 0.3285 1.6217 3.6462 0.024
C -4.1045 -0.9046 1.0375 -0.159
O -3.3437 -1.5737 2.0184 -0.131
H -3.4503 -0.6660 0.1261 0.094
H -4.9695 -1.4677 0.7229 0.067
H -4.5932 0.0162 1.4003 0.079
H -2.8337 -2.2948 1.6190 0.047
C -2.6471 0.1328 -2.6239 -0.114
O -1.7898 0.2425 -1.4899 -0.149
H -3.3492 -0.6791 -2.5693 0.076
H -3.2572 1.0019 -2.6440 0.072
H -2.1335 0.0368 -3.5622 0.064
H -1.2034 -0.5087 -1.5412 0.032
C -2.4262 -5.0653 0.0196 -0.107
O -1.9697 -4.0356 0.8900 -0.167
H -2.2961 -4.7706 -1.0049 0.071
H -1.6741 -5.8816 0.0591 0.092
H -3.4391 -5.4247 0.1567 0.078
H -1.5229 -4.2594 1.7111 0.015
O -0.3897 -1.5465 3.4563 -0.050
H -1.1171 -1.1065 2.9319 0.048
H 0.3291 -1.0129 3.7775 0.028
O -0.3031 -1.9795 0.2126 -0.025
H -0.3334 -1.3256 0.9126 0.014
H -0.9037 -2.6862 0.3863 -0.008
O -0.7229 -4.3597 3.1590 -0.022
H -0.4224 -3.4419 3.2316 0.022
H -0.0429 -4.9876 3.3526 0.055
```

The energy relative to the best compared isomer or geometry (same formula, charge and spin) is 64.8 kJ/mol. The HOMO-LUMO gap is 0.32819 hartree. Its spin multiplicity is 1.

For the records above, the corresponding HOMO energy values read -8.73, -8.26 eV.
For the records above, the corresponding electronic energy values read -55422.605, -45190.954 eV.